The following is a quantum chemistry calculation of one molecule with the formula C4H12N2O in a non-equilibrium geometry, from OMol25.

Calculated values
HOMO level: -8.341 eV
relative energy (zero: lowest compared OMol25 entry of this formula, charge and spin): 190.0 kJ/mol
LUMO energy: 0.92 eV
HOMO-LUMO gap: 9.3 eV

Last columns: bonded neighbours and bond lengths (Å).
Positions of all 19 atoms, in Å:
1 N 1.025 -2.263 -1.191  C2 1.483, H8 1.014, H9 1.015
2 C -0.423 -2.134 -0.899  N1 1.483, C3 1.555, H10 1.095, H11 1.081
3 C -0.791 -1.210 0.297  C2 1.555, N4 1.430, H12 1.111, H13 1.099
4 N 0.049 -0.059 0.413  C3 1.430, C5 1.428, H14 0.998
5 C -0.624 1.198 0.475  N4 1.428, C6 1.512, H15 1.113, H16 1.096
6 C 0.271 2.358 0.849  C5 1.512, O7 1.444, H17 1.085, H18 1.096
7 O 1.290 2.417 -0.172  C6 1.444, H19 0.939
8 H 1.320 -1.419 -1.670  N1 1.014
9 H 1.569 -2.279 -0.334  N1 1.015
10 H -0.712 -3.174 -0.720  C2 1.095
11 H -0.923 -1.746 -1.775  C2 1.081
12 H -1.841 -0.878 0.151  C3 1.111
13 H -1.027 -1.824 1.177  C3 1.099
14 H 0.917 -0.089 -0.080  N4 0.998
15 H -1.109 1.419 -0.501  C5 1.113
16 H -1.473 1.210 1.169  C5 1.096
17 H -0.252 3.310 0.842  C6 1.085
18 H 0.737 2.213 1.830  C6 1.096
19 H 1.997 2.949 0.140  O7 0.939